{"formula": "C4H12NP2", "method": "ωB97M-V/def2-TZVPD", "elements": ["C", "C", "C", "C", "N", "P", "P", "H", "H", "H", "H", "H", "H", "H", "H", "H", "H", "H", "H"], "coordinates": [[2.3607, 1.3647, 0.1401], [0.7488, -1.2722, 1.0023], [-1.9513, -1.7318, -0.1788], [-0.0124, -0.4086, -0.0293], [-1.4838, -0.3625, 0.1473], [0.7148, 1.2639, -0.2985], [0.5795, 2.6301, -2.0766], [2.8628, 2.2051, -0.0468], [2.6200, 0.6113, 0.9782], [1.7990, -1.1605, 0.6607], [0.4105, -2.2669, 1.0817], [0.7009, -0.8771, 2.0335], [-1.1691, -2.1761, -0.8774], [-1.8907, -2.4624, 0.5893], [-2.9508, -1.6335, -0.6328], [-1.8546, 0.3154, -0.4972], [-1.9310, -0.3233, 1.0348], [-0.7354, 2.6483, -1.6614], [1.1821, 3.6361, -1.3690]], "forces_ev_per_a": [[-4.214, -4.770, 2.552], [0.550, 2.796, -0.474], [0.346, -1.143, -3.488], [1.142, 2.228, 0.551], [0.766, -2.029, -0.638], [2.804, -1.534, 0.581], [-0.154, -2.383, -0.701], [2.306, 2.911, -0.820], [0.161, 1.741, -1.529], [-0.582, -0.864, 0.400], [-0.205, -1.310, -0.458], [0.036, 0.099, -0.237], [-1.378, 0.848, 0.165], [-0.416, 0.177, 1.465], [0.444, -0.535, 0.251], [-0.561, 0.130, -0.136], [0.083, 1.548, 1.689], [-0.962, 1.226, -0.076], [-0.165, 0.864, 0.904]], "mulliken_charge": [-0.735, -1.346, -0.922, 0.174, -0.073, 0.274, -0.020, 0.376, 0.216, 0.358, 0.400, 0.369, 0.347, 0.375, 0.362, 0.351, 0.302, 0.065, 0.125], "multiplicity": 1, "charge": 1, "relative_energy_kcal_mol": 82.1, "homo_lumo_gap_ev": [6.8, 6.8]}